[1]
DFT (ωB97M-V/def2-TZVPD) results for one molecule with the formula C3H10N2O in a non-equilibrium geometry.

The geometry in ORCA input format:
```
! RIJCOSX wB97M-V def2-TZVPD def2/J DEFGRID3
* xyz 0 1
C 0.86629 -1.86999 0.84615
O 0.77000 -0.68246 0.09074
C -0.59041 0.08084 0.08775
C -0.59006 1.28633 1.00496
N -0.78820 0.34551 -1.30987
N 0.11862 1.36244 -1.80639
H 0.29572 -1.85671 1.78241
H 1.91661 -2.04658 1.10581
H 0.53333 -2.71481 0.22995
H -1.33302 -0.65541 0.40696
H 0.38181 1.79184 0.99916
H -0.77234 0.98209 2.04026
H -1.34928 2.01751 0.71354
H -0.57534 -0.56148 -1.75712
H 1.08328 1.07451 -1.61477
H 0.03297 1.44638 -2.81955
*
```

E_LUMO ... 1.04 eV
Frontier orbital gap ... 9.9 eV
Maximum force ... 2.12 eV/A
Energy relative to the best compared isomer or geometry (same formula, charge and spin) ... 55.2 kcal/mol
SMILES string ... CO[C@@H](C)NN

=====

[2]
DFT (ωB97M-V/def2-TZVPD) results for a 4-piece molecular cluster, C37H47Br2FIN4O11S overall in a non-equilibrium geometry.

The geometry in ORCA input format:
```
! RIJCOSX wB97M-V def2-TZVPD def2/J DEFGRID3
* xyz 1 1
C 5.19569 -2.17214 2.92341
C 5.66877 -1.13171 1.94728
O 6.14460 0.07692 2.57877
C 5.35459 1.15398 2.33712
O 5.75523 2.12254 1.76260
C 3.95913 1.07875 2.89236
C 2.92538 1.63106 1.92495
C 1.61875 1.72823 2.69016
N 0.46914 2.20830 1.86699
C 0.34303 3.62383 1.74593
Br -0.42841 4.73049 3.10059
C 0.86081 4.29174 0.72252
C 0.86113 5.78193 0.61743
Br 1.71500 3.42682 -0.71250
C -0.66036 1.38937 1.92301
N -1.65613 1.28999 2.95594
C -2.84029 2.15911 2.71920
N -4.10183 1.64798 3.22032
C -4.33887 0.21403 3.24300
S -1.18622 1.03710 4.53654
O -0.36307 -0.11331 4.51129
O -2.33245 1.06823 5.34475
F -0.29882 2.20056 4.96668
N -0.80420 0.52305 0.98601
C 0.03041 0.46357 -0.21279
C -0.78061 0.78518 -1.47607
C -0.89736 -0.49339 -2.32108
I -2.57360 -0.58118 -3.62831
C -1.81650 -0.54006 1.03516
C -1.41195 -1.65883 2.00354
C -0.78267 -2.82378 1.25015
O 0.59986 -2.57970 1.07151
C 1.47134 -3.51331 1.68329
H 5.83287 -2.25981 3.78654
H 5.22803 -3.12544 2.41856
H 4.17167 -2.04041 3.23573
H 6.50254 -1.52315 1.39159
H 4.88317 -0.90175 1.23867
H 3.68754 0.07882 3.18376
H 3.92818 1.65709 3.80696
H 2.78891 0.87950 1.15888
H 3.23547 2.57123 1.50888
H 1.38989 0.73261 3.02753
H 1.77705 2.37020 3.53972
H 1.34819 6.23435 1.46173
H 1.32397 6.07503 -0.30499
H -0.16654 6.09343 0.55813
H -2.67752 3.11414 3.18842
H -2.87563 2.36621 1.65129
H -4.85293 2.07419 2.70504
H -4.56414 -0.22454 2.27431
H -5.22012 0.04497 3.84196
H -3.55066 -0.32304 3.73222
H 0.95048 1.00245 -0.10308
H 0.29884 -0.57522 -0.31285
H -1.75481 1.17681 -1.22879
H -0.29859 1.52372 -2.09192
H -0.83641 -1.38710 -1.72680
H -0.03967 -0.51356 -2.97095
H -1.85252 -0.98313 0.06035
H -2.79693 -0.13795 1.21193
H -2.26206 -2.03325 2.54510
H -0.63801 -1.28577 2.64978
H -0.96819 -3.75030 1.77085
H -1.21952 -2.92558 0.26114
H 2.36731 -2.98838 1.97497
H 1.04789 -3.93299 2.58233
H 1.76125 -4.29137 0.99265
C -4.11887 -1.39072 -7.86329
C -4.59212 -0.77333 -6.78635
C -5.75689 0.13796 -6.87001
O -6.18840 0.68561 -5.87757
C -6.37641 0.34508 -8.20083
C -5.90326 -0.26666 -9.28284
C -4.73784 -1.18535 -9.20092
O -4.30603 -1.74686 -10.18031
H -3.27077 -2.06263 -7.82485
H -4.15500 -0.91033 -5.80222
H -7.22602 1.01457 -8.23529
H -6.33833 -0.13110 -10.26435
C 4.81708 -9.15032 2.97117
C 5.24564 -7.89134 2.97493
C 4.69255 -6.88806 2.03249
O 5.08275 -5.73903 2.03500
C 3.64335 -7.33983 1.08398
C 3.21354 -8.59778 1.07822
C 3.76607 -9.60448 2.02374
O 3.37222 -10.74719 2.01968
H 5.20611 -9.89896 3.64903
H 6.00929 -7.53929 3.65631
H 3.25716 -6.59060 0.40400
H 2.45128 -8.95003 0.39512
C -2.76530 5.53118 -2.80039
C -2.96896 6.27051 -3.88629
C -1.83798 6.91152 -4.60666
O -2.02139 7.58096 -5.59525
C -0.47068 6.69846 -4.06371
C -0.27322 5.96381 -2.97365
C -1.40636 5.32334 -2.26121
O -1.21413 4.65694 -1.25721
H -3.57643 5.05746 -2.26173
H -3.95400 6.43905 -4.29560
H 0.34024 7.17300 -4.60140
H 0.71260 5.79703 -2.56118
*
```

E_LUMO ... -3.83 eV
Frontier orbital gap ... 7.9 eV
Maximum force ... 2.02 eV/A
Energy relative to the best compared isomer or geometry (same formula, charge and spin) ... 0.0 kcal/mol

=====

[3]
DFT (ωB97M-V/def2-TZVPD) results for a 2-piece molecular cluster, C3H11N4 overall in a non-equilibrium geometry.

The geometry in ORCA input format:
```
! RIJCOSX wB97M-V def2-TZVPD def2/J DEFGRID3
* xyz 1 1
C -1.51797 1.83903 -0.33216
C 1.68680 -0.19628 0.02294
C 0.31477 -0.80003 0.03709
N -2.65766 1.87609 0.43241
N 2.63682 -1.24584 -0.43150
N 0.29039 -2.09321 0.34344
N -0.78514 0.01767 0.10035
H -0.69483 2.47206 -0.10036
H 1.74904 0.75814 -0.64599
H 1.88148 -0.06871 1.05339
H -2.78957 2.33241 1.29386
H 3.58072 -0.85516 -0.36448
H 2.36171 -1.41352 -1.34766
H -0.48604 -2.66670 0.46587
H 1.28533 -2.41668 0.35893
H -3.44567 1.32941 0.16451
H -1.79370 1.64974 -1.36107
H -1.61647 -0.51843 0.31043
*
```

E_LUMO ... -2.92 eV
Frontier orbital gap ... 10.9 eV
Maximum force ... 4.23 eV/A
Energy relative to the best compared isomer or geometry (same formula, charge and spin) ... 39.7 kcal/mol

=====

[4]
DFT (ωB97M-V/def2-TZVPD) results for CH2MnO3 as an isolated structure in a non-equilibrium geometry.

The geometry in ORCA input format:
```
! RIJCOSX wB97M-V def2-TZVPD def2/J DEFGRID3
* xyz 2 6
H -0.14177 1.87550 -0.15396
O 0.23285 -1.06189 -0.07665
C -0.56676 0.00556 0.13517
O -1.72370 0.12080 -0.08400
O 0.32012 1.02558 0.07463
Mn 2.03944 -0.04005 -0.01863
H -0.16017 -1.92550 0.12344
*
```

E_LUMO (alpha / beta) ... -12.47 / -12.74 eV
Frontier orbital gap (alpha / beta) ... 9.3 / 9.1 eV
Maximum force ... 5.31 eV/A
Expectation value of S² ... 8.75

=====

[5]
DFT (ωB97M-V/def2-TZVPD) results for C16H32MgO9S5 as an isolated structure in a non-equilibrium geometry.

The geometry in ORCA input format:
```
! RIJCOSX wB97M-V def2-TZVPD def2/J DEFGRID3
* xyz 0 1
Mg 6.78974 -2.01384 23.04490
C 9.61277 -0.94031 18.91626
C 9.90248 0.44397 19.11774
C 8.95712 1.16791 20.16198
O 9.10227 2.36033 20.41987
C 7.81821 0.41072 20.59798
C 7.63554 -0.94724 20.37766
C 8.58269 -1.67657 19.44221
O 8.39307 -2.91145 19.22732
O 6.76108 -1.56589 21.07284
O 10.74544 1.08228 18.50668
H 10.21923 -1.51216 18.21874
H 7.02781 0.83716 21.20807
C 6.54944 -4.44355 26.67232
S 6.52761 -2.61023 26.45858
O 6.60952 -2.44023 24.98445
C 4.78740 -2.42489 27.00857
H 6.20730 -4.98912 25.79637
H 6.32046 -4.81786 27.66971
H 7.63154 -4.65939 26.66009
H 4.80589 -2.42245 28.09832
H 4.18864 -3.23035 26.59106
H 4.34750 -1.47833 26.69405
C 7.28015 2.10137 23.85238
S 5.81479 1.02906 24.17152
O 6.18460 -0.29110 23.56007
C 4.72684 1.84081 22.98835
H 7.01617 3.15955 23.75924
H 7.63608 1.86676 22.84545
H 7.93405 1.99378 24.70977
H 4.71407 2.91557 23.14114
H 3.76986 1.32753 23.06232
H 5.11306 1.64949 21.98395
C 10.84161 -0.45858 22.76323
S 9.48465 -0.86670 23.91788
O 8.56888 -1.85778 23.28890
C 10.44450 -1.75141 25.19118
H 11.41120 -1.35897 22.52942
H 11.48791 0.35362 23.09306
H 10.40226 -0.10945 21.82446
H 11.45655 -1.36142 25.11464
H 10.34947 -2.80824 24.94507
H 10.04723 -1.55838 26.18454
C 7.99950 -5.61464 20.73989
S 8.37306 -4.81761 22.32753
O 7.22895 -3.93733 22.71831
C 8.29470 -6.33512 23.33712
H 8.76570 -5.32207 20.01751
H 7.03508 -5.33317 20.32707
H 8.07655 -6.70556 20.66167
H 9.03935 -7.05096 22.98924
H 7.31818 -6.78401 23.14441
H 8.45828 -6.15345 24.39619
C 2.33759 -3.53575 22.91443
S 3.75965 -2.93914 22.01972
O 4.88215 -2.60788 22.96857
C 4.39691 -4.45331 21.19638
H 2.17901 -2.93325 23.81081
H 2.41930 -4.54677 23.33210
H 1.44362 -3.56903 22.29452
H 3.69603 -4.68278 20.38587
H 4.56935 -5.34278 21.79032
H 5.24745 -3.98733 20.69534
*
```

E_LUMO ... -0.40 eV
Frontier orbital gap ... 5.0 eV
Maximum force ... 3.15 eV/A
Energy relative to the best compared isomer or geometry (same formula, charge and spin) ... 43.2 kcal/mol